Entry 1:
A structure of composition C24H38FIN3O4PV, computed with ωB97M-V/def2-TZVPD.

As for the total charge: +1. The frontier orbital gap is 1.98 eV. For the HOMO energy, the calculation gives -10.77 eV. The largest force on an atom is 0.068 Eh/bohr.

XYZ file:
```
73
C24H38FIN3O4PV, DFT ωB97M-V/def2-TZVPD
C -0.01 4.62 3.31
C -0.61 4.99 1.96
C -0.07 4.14 0.81
C -1.01 4.14 -0.41
C -0.33 4.04 -1.78
C -0.24 2.60 -2.33
C 0.08 1.54 -1.32
C 1.36 1.42 -0.72
C 2.44 2.36 -1.20
C 2.84 2.18 -2.68
F 4.22 2.09 -2.75
C 1.62 0.46 0.32
P 3.35 0.55 1.03
O 3.68 -0.99 1.45
I 2.71 1.57 3.17
C 0.60 -0.41 0.76
C 0.72 -1.45 1.84
C 0.65 -2.90 1.33
C 1.90 -3.39 0.59
C 1.64 -4.70 -0.15
C 2.82 -5.14 -1.00
O 3.86 -5.69 -0.21
C 5.02 -4.89 -0.13
C -0.71 -0.28 0.14
N -1.70 -1.07 0.58
C -2.90 -0.98 0.03
C -3.97 -1.88 0.53
C -4.68 -1.33 1.79
C -3.13 0.00 -1.00
N -4.42 0.08 -1.60
N -2.19 0.78 -1.43
C -0.95 0.67 -0.89
H -0.22 3.58 3.57
H -0.40 5.26 4.10
H 1.08 4.76 3.30
H -0.42 6.05 1.76
H -1.70 4.88 2.01
H 0.90 4.55 0.51
H 0.06 3.12 1.18
H -1.61 5.06 -0.39
H -1.73 3.32 -0.32
H 0.64 4.54 -1.79
H -0.95 4.59 -2.50
H 0.47 2.55 -3.16
H -1.22 2.38 -2.76
H 2.11 3.38 -1.02
H 3.35 2.24 -0.63
H 2.41 1.27 -3.10
H 2.53 3.03 -3.29
H 3.82 -1.11 2.40
H 1.60 -1.29 2.44
H -0.14 -1.31 2.50
H 0.47 -3.54 2.20
H -0.22 -3.02 0.68
H 2.25 -2.63 -0.11
H 2.70 -3.55 1.32
H 1.44 -5.50 0.57
H 0.77 -4.59 -0.81
H 3.20 -4.31 -1.60
H 2.49 -5.92 -1.70
H 4.82 -3.91 0.33
H 5.46 -4.73 -1.12
H 5.74 -5.43 0.48
H -4.70 -2.00 -0.27
H -3.54 -2.86 0.73
H -4.73 -2.09 2.57
H -5.70 -1.02 1.56
H -4.16 -0.46 2.20
H -5.02 0.68 -1.04
H -4.30 0.55 -2.49
O -7.35 -2.85 -4.21
V -6.66 -3.08 -2.74
O -6.07 -3.76 -1.37
```

=====

Entry 2:
A cluster of 9 separate species, C24H38N10O14 in total, computed with ωB97M-V/def2-TZVPD.

As for the total charge: -2. The frontier orbital gap is 2.59 eV. For the HOMO energy, the calculation gives 0.69 eV. The largest force on an atom is 0.168 Eh/bohr. The value obtained for the relative energy (zero: lowest compared OMol25 entry of this formula, charge and spin) is 990.69 kJ/mol.

XYZ file:
```
86
C24H38N10O14, DFT ωB97M-V/def2-TZVPD
C 0.54 -0.45 0.04
O -0.38 -1.12 0.42
O 1.73 -0.75 0.29
O 0.46 0.51 -0.71
C 1.40 -2.09 5.59
O 1.48 -2.50 6.72
N 1.72 -0.89 5.17
N 1.13 -2.93 4.60
H 2.15 -0.86 4.26
H 1.77 -0.12 5.83
H 1.30 -2.59 3.66
H 0.84 -3.84 4.91
C 2.84 0.66 -5.58
O 3.48 0.57 -6.66
N 1.61 0.64 -5.39
N 3.38 0.63 -4.36
H 1.06 0.76 -6.22
H 1.18 0.41 -4.50
H 2.90 0.67 -3.47
H 4.39 0.57 -4.31
C -4.73 0.97 -3.23
O -5.58 1.24 -4.03
N -4.63 0.00 -2.45
N -3.59 1.51 -3.22
H -3.71 -0.05 -2.03
H -5.47 -0.47 -2.13
H -2.84 1.17 -2.63
H -3.51 2.42 -3.67
C -1.83 3.67 4.08
O -2.70 4.25 3.33
N -1.29 2.50 3.78
N -1.56 4.08 5.25
H -1.53 2.20 2.85
H -0.75 1.93 4.42
H -0.92 3.55 5.83
H -2.05 4.91 5.56
C 2.55 5.02 -2.03
O 3.26 6.05 -2.20
N 1.46 4.75 -2.64
N 2.66 4.21 -1.05
H 1.11 5.32 -3.40
H 0.98 3.94 -2.26
H 2.03 3.42 -1.09
H 3.51 4.01 -0.54
C -0.78 -6.19 -5.94
C -1.56 -5.90 -4.78
C -1.04 -4.90 -3.88
C 0.21 -4.25 -4.12
C 0.99 -4.67 -5.20
C 0.42 -5.50 -6.13
O 1.03 -5.81 -7.35
O -1.61 -4.73 -2.60
H -1.15 -7.00 -6.55
H -2.44 -6.45 -4.47
H 0.65 -3.57 -3.42
H 1.99 -4.27 -5.34
H 1.69 -5.15 -7.56
H -1.12 -4.08 -2.10
C 6.27 3.70 4.60
C 5.74 3.06 3.42
C 6.56 2.45 2.44
C 7.93 2.48 2.60
C 8.52 3.11 3.75
C 7.67 3.70 4.71
O 8.17 3.99 5.98
O 6.09 1.80 1.34
H 5.57 4.02 5.36
H 4.67 3.07 3.32
H 8.42 1.91 1.83
H 9.57 2.92 3.95
H 9.11 3.85 6.10
H 5.24 1.37 1.45
C -8.19 -0.77 1.69
C -6.88 -0.83 2.16
C -6.08 -2.01 2.19
C -6.58 -3.09 1.59
C -7.83 -3.07 0.99
C -8.65 -1.95 1.03
O -9.86 -2.13 0.43
O -4.81 -1.96 2.77
H -8.84 0.09 1.64
H -6.37 0.06 2.51
H -5.97 -3.99 1.59
H -8.21 -4.00 0.59
H -10.35 -1.31 0.38
H -4.03 -1.90 2.21
```

=====

Entry 3:
A structure of composition C24H38N3PPtS4, computed with ωB97M-V/def2-TZVPD.

As for the total charge: -2. The frontier orbital gap (alpha / beta) is 4.64 / 5.21 eV. For the HOMO energy (alpha / beta), the calculation gives -0.18 / -0.76 eV. Its spin multiplicity is 3. The largest force on an atom is 0.010 Eh/bohr. The value obtained for the relative energy (zero: lowest compared OMol25 entry of this formula, charge and spin) is 25.98 kJ/mol.

XYZ file:
```
71
C24H38N3PPtS4, DFT ωB97M-V/def2-TZVPD
Pt -1.02 1.47 1.18
C -0.44 2.90 -1.91
N -1.04 3.00 -0.61
C -1.93 3.89 -0.39
C -2.61 3.94 0.87
C -3.50 4.87 1.41
C -3.78 4.43 2.71
C -3.04 3.25 2.89
N -2.34 2.95 1.78
C 1.07 2.84 -1.87
C 1.77 2.69 -0.68
C 3.16 2.62 -0.69
C 3.86 2.68 -1.89
C 3.16 2.82 -3.08
C 1.78 2.90 -3.07
H -0.75 3.73 -2.56
H -0.79 1.97 -2.39
H -2.19 4.63 -1.16
H -3.88 5.76 0.91
H -4.42 4.90 3.44
H -2.98 2.61 3.76
H 1.22 2.59 0.25
H 3.69 2.48 0.24
H 4.94 2.60 -1.89
H 3.70 2.87 -4.03
H 1.23 3.01 -4.00
S 2.34 0.79 3.78
S 2.46 -0.41 5.36
S -0.64 0.93 5.18
S 0.41 1.61 3.67
C 1.88 -2.45 1.81
C 0.38 -2.55 1.51
C -0.34 -1.94 2.74
C 0.01 -4.03 1.39
P 0.05 -1.40 0.02
N 0.25 0.09 0.35
C -1.68 -1.84 -0.66
C -2.66 -1.85 0.52
C -2.14 -0.69 -1.56
C -1.81 -3.16 -1.42
C 1.33 -1.83 -1.33
C 0.87 -1.17 -2.64
C 2.65 -1.13 -0.96
C 1.62 -3.31 -1.61
H 2.07 -2.86 2.81
H 2.21 -1.41 1.83
H 2.49 -3.02 1.10
H 0.27 -2.06 3.63
H -1.31 -2.41 2.92
H -0.51 -0.87 2.63
H 0.36 -4.55 2.29
H 0.48 -4.52 0.54
H -1.06 -4.19 1.33
H -2.58 -0.93 1.11
H -2.52 -2.70 1.19
H -3.68 -1.91 0.12
H -1.96 0.27 -1.07
H -3.22 -0.79 -1.74
H -1.64 -0.69 -2.53
H -1.49 -4.03 -0.84
H -1.26 -3.16 -2.36
H -2.87 -3.32 -1.67
H 0.62 -0.12 -2.47
H 0.01 -1.68 -3.09
H 1.69 -1.21 -3.36
H 2.44 -0.15 -0.53
H 3.25 -1.00 -1.87
H 3.24 -1.70 -0.25
H 0.73 -3.87 -1.89
H 2.08 -3.80 -0.75
H 2.33 -3.38 -2.44
```

=====

Entry 4:
A structure of composition C24H39BN5O8PSe2SiW, computed with ωB97M-V/def2-TZVPD.

As for the total charge: +2. The frontier orbital gap is 6.69 eV. For the HOMO energy, the calculation gives -14.67 eV. The largest force on an atom is 0.016 Eh/bohr. The value obtained for the relative energy (zero: lowest compared OMol25 entry of this formula, charge and spin) is 0.00 kJ/mol.

XYZ file:
```
82
C24H39BN5O8PSe2SiW, DFT ωB97M-V/def2-TZVPD
W -0.08 -0.43 0.14
C 3.30 -2.51 0.35
Se 1.49 -2.54 1.06
C 0.94 -4.17 0.13
C 0.57 -3.93 -1.32
Se -0.88 -2.64 -1.34
C -0.81 -2.12 -3.19
H 3.74 -3.45 0.69
H 3.83 -1.68 0.81
H 3.29 -2.43 -0.73
H 0.11 -4.60 0.69
H 1.79 -4.84 0.22
H 0.19 -4.84 -1.77
H 1.40 -3.54 -1.91
H -1.13 -2.98 -3.78
H 0.19 -1.81 -3.44
H -1.53 -1.30 -3.32
C -0.90 -3.14 3.19
C -1.97 -2.46 2.39
C -3.30 -2.59 2.78
C -4.29 -1.88 2.10
C -3.96 -1.04 1.06
C -2.62 -0.98 0.70
N -1.67 -1.71 1.31
N -2.00 -0.16 -0.23
Si -3.00 0.95 -1.32
C -3.58 2.38 -0.28
C -2.06 1.54 -2.80
C -4.38 -0.16 -1.94
H -0.51 -4.02 2.67
H -1.31 -3.48 4.13
H -0.07 -2.47 3.39
H -3.54 -3.22 3.61
H -5.32 -1.98 2.42
H -4.71 -0.44 0.56
H -2.73 2.92 0.13
H -4.26 2.09 0.52
H -4.11 3.08 -0.93
H -1.36 2.35 -2.62
H -2.83 1.95 -3.46
H -1.55 0.75 -3.36
H -5.34 0.06 -1.48
H -4.17 -1.23 -1.78
H -4.50 -0.02 -3.01
O -0.09 3.73 -0.31
C 0.21 2.60 -0.56
O -0.24 1.60 0.20
C 1.16 2.25 -1.67
C 1.98 3.26 -2.14
C 2.99 2.92 -3.03
C 3.21 1.63 -3.42
C 2.38 0.63 -2.93
C 1.31 0.93 -2.09
O 0.40 0.02 -1.66
N 2.73 -0.75 -3.28
O 2.33 -1.62 -2.51
O 3.39 -0.95 -4.25
N 3.89 3.99 -3.53
O 3.66 5.11 -3.15
O 4.81 3.63 -4.24
H 1.85 4.28 -1.81
H 4.04 1.38 -4.07
B 4.26 1.36 1.03
C 2.95 0.68 0.60
N 1.96 0.14 0.32
H 4.09 2.55 0.85
H 5.15 0.90 0.36
H 4.34 1.08 2.21
C 1.24 2.50 2.72
P 0.07 1.21 3.07
C 0.52 0.47 4.63
C -1.58 1.88 3.16
O 0.04 0.00 2.05
H 1.24 3.14 3.61
H 0.94 3.10 1.86
H 2.25 2.10 2.59
H 0.54 1.24 5.40
H 1.52 0.04 4.54
H -0.19 -0.31 4.90
H -1.62 2.66 3.91
H -2.28 1.08 3.41
H -1.83 2.30 2.19
```

=====

Entry 5:
A cluster of 4 separate species, C24H39N3O7PS in total, computed with ωB97M-V/def2-TZVPD.

As for the total charge: +1. The frontier orbital gap is 5.35 eV. For the HOMO energy, the calculation gives -10.89 eV. The largest force on an atom is 0.230 Eh/bohr.

XYZ file:
```
75
C24H39N3O7PS, DFT ωB97M-V/def2-TZVPD
C -5.30 -5.23 1.06
C -4.31 -4.33 0.06
C -2.74 -4.21 0.53
C -1.75 -3.28 -0.44
C -2.30 -2.50 -1.81
C -1.16 -1.59 -2.62
C -0.36 -0.76 -1.40
C -1.21 0.37 -0.53
C -2.81 0.73 -0.84
O -3.79 0.41 0.02
O -3.05 1.44 -2.13
C -0.44 1.20 0.67
C -1.32 2.32 1.50
C -1.76 3.63 0.60
O -2.24 4.67 1.57
C 1.14 0.81 0.96
C 1.90 1.63 2.17
N 2.62 2.83 1.52
N 1.89 -0.25 0.13
P 3.61 -0.70 0.42
S 4.87 0.41 -0.57
C 1.22 -1.01 -1.04
N 2.01 -2.01 -1.85
C 1.76 -3.31 -1.49
O 1.43 -4.53 -1.05
C -3.87 -2.63 -2.27
C -4.86 -3.56 -1.30
H -5.58 -6.26 0.56
H -4.77 -5.38 2.12
H -6.26 -4.54 1.25
H -2.28 -4.71 1.49
H -0.63 -3.18 -0.05
H -1.64 -0.88 -3.42
H -0.46 -2.37 -3.16
H -2.31 1.09 -2.75
H -2.32 1.83 1.92
H -0.77 2.75 2.46
H -2.68 3.43 -0.12
H -0.87 4.03 -0.08
H -2.69 4.13 2.29
H 2.77 1.01 2.69
H 1.20 2.01 3.03
H 3.67 2.68 1.56
H 2.45 3.66 2.13
H 3.99 -0.59 1.84
H 3.77 -2.13 0.12
H -4.30 -2.07 -3.23
H -5.99 -3.60 -1.64
C 7.44 -0.71 -3.86
C 7.99 -1.87 -3.07
O 8.65 -1.40 -1.90
H 8.24 -0.02 -4.15
H 6.93 -1.06 -4.77
H 6.73 -0.14 -3.26
H 8.72 -2.43 -3.67
H 7.20 -2.56 -2.77
H 7.99 -0.91 -1.38
C -1.09 -2.42 5.21
C -1.49 -2.77 3.79
O -0.69 -3.84 3.31
H -0.04 -2.13 5.25
H -1.70 -1.59 5.59
H -1.22 -3.28 5.87
H -1.35 -1.91 3.13
H -2.55 -3.07 3.74
H -0.83 -4.60 3.90
C -1.38 6.85 -2.13
C -1.20 7.84 -1.00
O -2.06 7.51 0.09
H -2.42 6.84 -2.47
H -0.73 7.10 -2.97
H -1.15 5.83 -1.79
H -1.45 8.85 -1.33
H -0.17 7.84 -0.64
H -1.82 6.61 0.38
```

=====

Entry 6:
A cluster of 8 separate species, C24H40Cl14NO2 in total, computed with ωB97M-V/def2-TZVPD.

As for the total charge: -1. The frontier orbital gap is 4.79 eV. For the HOMO energy, the calculation gives -2.83 eV. The largest force on an atom is 0.164 Eh/bohr. The value obtained for the relative energy (zero: lowest compared OMol25 entry of this formula, charge and spin) is 503.77 kJ/mol.

XYZ file:
```
81
C24H40Cl14NO2, DFT ωB97M-V/def2-TZVPD
O 0.84 -6.08 -0.62
C 1.16 -5.06 -1.47
O 0.39 -5.00 -2.72
C 2.40 -4.06 -1.05
C 2.65 -2.82 -2.10
C 2.71 -1.33 -1.42
C 1.46 -0.98 -0.41
C 0.02 -1.41 -1.05
C -0.46 -1.23 -2.60
C -1.92 -1.72 -3.04
N -3.02 -2.40 -2.29
C -2.53 -2.54 -0.89
C -1.17 -2.11 -0.18
H -0.60 -4.84 -2.53
H 3.37 -4.74 -1.05
H 2.21 -3.74 0.06
H 3.73 -3.01 -2.58
H 1.90 -2.90 -3.02
H 2.81 -0.48 -2.24
H 3.70 -1.29 -0.77
H 1.61 -1.66 0.53
H 0.26 -0.74 -3.38
H -2.20 -1.51 -4.18
H -3.33 -3.08 -0.17
H -1.01 -2.29 0.98
Cl 4.80 1.59 -2.45
C 3.49 2.76 -2.74
C 3.21 3.62 -1.52
Cl 2.48 2.69 -0.19
H 2.60 2.20 -3.05
H 3.80 3.39 -3.57
H 2.50 4.41 -1.78
H 4.12 4.10 -1.14
Cl -4.68 -3.71 1.23
C -6.44 -3.49 1.38
C -6.82 -2.08 1.78
Cl -6.33 -1.70 3.45
H -6.81 -4.23 2.10
H -6.87 -3.73 0.40
H -7.90 -1.95 1.73
H -6.35 -1.34 1.12
Cl -3.85 -0.37 0.90
C -3.25 0.28 2.44
C -2.24 1.39 2.24
Cl -0.70 0.79 1.55
H -2.83 -0.55 3.02
H -4.12 0.66 2.98
H -1.99 1.85 3.20
H -2.62 2.17 1.58
Cl -0.92 0.34 6.96
C -2.61 0.03 7.43
C -3.53 -0.08 6.23
Cl -3.74 1.48 5.39
H -2.92 0.83 8.11
H -2.61 -0.91 7.99
H -4.52 -0.40 6.55
H -3.15 -0.81 5.50
Cl 5.97 5.23 -1.99
C 7.41 5.07 -0.96
C 7.14 5.49 0.47
Cl 6.88 7.24 0.62
H 8.22 5.65 -1.41
H 7.70 4.01 -0.99
H 8.01 5.25 1.10
H 6.27 4.98 0.89
Cl -8.38 1.14 1.53
C -8.67 0.79 -0.19
C -9.97 0.02 -0.41
Cl -9.88 -1.64 0.22
H -7.81 0.23 -0.58
H -8.72 1.75 -0.71
H -10.18 -0.06 -1.48
H -10.81 0.52 0.07
Cl 10.93 0.58 -3.77
C 9.17 0.80 -3.62
C 8.80 2.22 -3.22
Cl 9.28 2.59 -1.55
H 8.80 0.06 -2.90
H 8.74 0.56 -4.60
H 7.71 2.34 -3.27
H 9.26 2.96 -3.88
```

=====

Q: Number 5 is which compound?
A: C24H39N3O7PS